ORCA calculation (ωB97M-V/def2-TZVPD) on a molecular structure, C29H46HoP2Se at a distorted geometry.

The geometry in XYZ format:
```
79
Properties=species:S:1:pos:R:3:forces:R:3
Ho -1.416 0.626 -0.419 -0.710 -1.903 0.626
C -1.575 -1.114 1.563 -0.867 0.716 -0.114
C -1.706 0.172 2.182 -0.852 -0.487 -0.625
C -3.518 -0.142 0.750 0.812 -0.410 0.621
C -2.690 -1.314 0.690 -0.316 1.035 0.796
C -2.914 0.766 1.677 0.511 -1.033 0.045
C -0.668 -2.219 1.962 0.552 -0.597 0.140
H -0.307 -2.779 1.082 -0.111 0.070 0.383
H -1.183 -2.953 2.614 0.161 0.382 -0.261
H 0.210 -1.851 2.513 -0.238 -0.175 -0.085
C -3.078 -2.617 0.105 0.026 -0.669 -0.581
H -2.781 -3.443 0.764 -0.105 0.167 -0.055
H -2.604 -2.801 -0.863 -0.104 -0.088 0.138
H -4.157 -2.689 -0.067 0.226 0.070 0.103
C -4.864 0.030 0.146 -0.619 0.187 -0.484
H -5.364 -0.934 -0.008 0.109 0.197 0.102
H -4.816 0.516 -0.840 -0.077 -0.079 0.225
H -5.512 0.653 0.780 0.190 -0.209 -0.114
C -3.595 1.954 2.246 -0.372 0.858 0.005
H -4.544 1.668 2.741 0.491 0.100 -0.176
H -3.859 2.696 1.468 0.061 -0.210 0.402
H -2.959 2.453 2.992 -0.283 -0.085 -0.218
C -0.910 0.656 3.351 0.212 0.222 0.658
H -1.404 0.330 4.294 0.357 0.161 -0.488
H -0.832 1.760 3.420 -0.090 -0.531 -0.150
H 0.119 0.252 3.356 -0.460 0.143 -0.013
C 3.448 -2.592 0.250 0.634 -0.314 0.314
C 4.347 -2.256 1.181 -0.107 -0.050 -0.160
C 4.834 -0.859 1.500 0.615 0.327 0.040
C 4.781 0.252 0.416 0.519 0.376 -0.177
C 3.485 1.102 0.453 -0.360 -0.691 0.089
C 2.281 0.392 1.010 -2.026 1.111 -1.032
C 1.725 -0.729 0.146 0.439 -0.364 0.582
C 2.680 -1.647 -0.619 -0.588 -0.402 -0.344
H 5.905 -0.948 1.765 -0.460 -0.042 -0.010
H 4.977 -0.152 -0.585 0.047 -0.133 0.400
H 4.337 -0.483 2.409 0.207 -0.163 -0.165
H 3.325 -1.094 -1.310 -0.126 -0.150 0.126
H 3.232 -3.646 0.049 0.162 0.266 0.378
H 4.834 -3.038 1.791 -0.401 0.361 -0.461
H 2.006 -2.263 -1.232 0.360 0.109 -0.190
H 1.111 -1.372 0.782 0.135 0.230 -0.249
H 2.280 0.188 2.093 0.152 0.042 -0.528
H 1.026 -0.365 -0.651 0.021 0.250 0.168
H 5.615 0.950 0.625 -0.219 -0.408 -0.157
H 3.723 1.998 1.064 -0.358 -0.382 -0.415
P 2.853 1.820 -1.168 2.520 0.603 1.286
C 3.563 1.058 -2.624 -0.078 -0.165 -1.006
C 3.645 3.459 -1.084 0.142 0.281 -0.422
P 0.594 1.756 0.693 1.597 -1.742 0.637
C 1.110 2.094 -1.099 -0.181 0.012 -0.500
C 1.382 3.012 1.741 -0.549 0.892 0.593
C -1.052 2.966 0.353 -0.651 0.852 -0.659
H 2.876 0.332 -3.100 0.419 0.304 0.267
H 4.516 0.568 -2.363 -0.457 0.166 -0.095
H 3.796 1.864 -3.349 -0.248 -0.499 0.311
H 4.029 3.741 -2.075 -0.211 0.089 0.334
H 4.492 3.417 -0.383 -0.333 0.054 -0.292
H 2.920 4.211 -0.746 0.325 -0.159 -0.069
H -0.706 3.756 -0.329 -0.415 0.078 0.338
H -1.290 3.391 1.337 -0.195 -0.117 -0.422
H -2.035 2.602 -0.106 0.571 1.231 0.657
H 0.569 1.495 -1.878 0.302 0.437 0.482
H 0.964 3.158 -1.345 -0.018 -0.437 0.018
H 0.586 3.367 2.417 0.427 0.207 -0.192
H 1.742 3.863 1.143 -0.179 -0.134 0.351
H 2.202 2.636 2.372 -0.422 -0.071 -0.470
Se -2.589 0.859 -2.900 0.252 0.214 -0.244
C -3.008 -1.018 -3.046 -0.258 -0.328 0.122
C -4.362 -1.430 -3.046 0.800 0.146 0.019
C -4.673 -2.779 -3.170 -0.043 -0.298 -0.086
C -3.655 -3.733 -3.291 0.759 0.142 0.027
C -2.296 -3.329 -3.291 -1.093 0.110 -0.098
C -1.982 -1.971 -3.182 -0.354 -0.050 0.081
H -5.151 -0.684 -2.953 0.216 -0.188 -0.048
H -5.729 -3.089 -3.182 0.631 0.128 0.017
H -3.901 -4.796 -3.383 0.078 0.438 0.024
H -1.501 -4.064 -3.389 -0.171 0.081 0.002
H -0.937 -1.645 -3.206 -0.335 -0.082 -0.049
```
Positions in Å, forces in eV/Å.

The net charge is +1. As for the LUMO energy (spin up / spin down): -2.478 / -2.417 eV. The calculation puts the largest force on an atom at 2.9 eV/A. For the molecular weight, the calculation gives 700.53 g mol⁻¹. As for the multiplicity: 5.

Here are the Löwdin charges for atoms 1 to 6, given in e: Ho 1.094; C -0.306; C -0.311; C -0.323; C -0.302; C -0.335